DFT (the ωB97M-V functional and the def2-TZVPD basis) results for an isolated ion of composition C5H14N2P and charge +1.

```
22
Properties=species:S:1:pos:R:3:mulliken_charge:R:1
C 3.4250 0.0349 0.4351 -0.727
N 2.2038 -0.3384 -0.2006 -0.182
C 0.9291 0.1188 0.4774 -0.287
C 0.2917 1.3422 -0.1967 -0.794
N -0.3522 0.0647 -0.2350 -0.211
P -1.9741 0.0725 0.6543 0.141
C -2.9268 0.8697 -0.7683 -0.871
C -2.0758 -1.7892 0.4527 -1.078
H 4.2058 -0.3650 -0.2815 0.350
H 3.4952 1.1651 0.4533 0.330
H 3.3795 -0.1890 1.5082 0.302
H 2.0413 -1.4174 -0.1446 0.396
H 1.9365 -0.1447 -1.1720 0.484
H 0.8346 0.0189 1.6266 0.357
H -0.2663 1.9947 0.3785 0.546
H 0.5556 1.7449 -1.1798 0.184
H -2.2408 1.1587 -1.6108 0.268
H -3.3895 1.8115 -0.4240 0.322
H -3.8351 0.3103 -1.1198 0.354
H -1.1636 -2.2591 0.6302 0.310
H -2.3916 -2.0157 -0.4839 0.386
H -2.6824 -2.1885 1.2009 0.421
```

## Properties
**Total charge**: +1
**Electronic energy**: -17671.7365 eV
**HOMO-LUMO gap**: 8.94 eV
**SMILES string**: C[NH2+][C@H]1CN1P(C)C
**Energy above the lowest of the compared OMol25 structures with the same formula, charge and spin**: 1.733 eV



DFT (the ωB97M-V functional and the def2-TZVPD basis) results for a 2-piece molecular cluster, C5H14N2S overall.

```
22
Properties=species:S:1:pos:R:3:mulliken_charge:R:1
C -2.5962 -1.6777 0.7340 -0.975
C -2.1173 -0.9154 2.0118 -0.293
C -1.1447 0.8978 0.9814 -0.679
N -0.8862 -0.1393 1.9521 -0.226
H -2.7106 -0.9884 -0.1192 0.287
H -1.8770 -2.4948 0.4237 0.274
H -3.6069 -2.1568 0.8670 0.355
H -2.9773 -0.2727 2.3217 0.310
H -2.0636 -1.6523 2.8410 0.326
H -1.9496 1.5906 1.3035 0.351
H -0.2490 1.4799 0.7881 0.181
H -1.3567 0.5189 -0.0564 0.205
C 1.8094 -0.4483 -0.1133 0.121
C 1.8971 1.0530 -0.4956 -0.724
S 0.6393 1.3717 -1.7853 -0.212
N 1.9299 -1.3914 -1.2761 -0.661
H 0.8126 -0.6726 0.3589 -0.179
H 2.6222 -0.6760 0.6568 0.313
H 2.9122 1.2682 -0.8953 0.381
H 1.7268 1.7172 0.3754 0.335
H 2.8732 -1.2575 -1.7686 0.249
H 1.2187 -1.0927 -1.9743 0.261
```

## Properties
**Total charge**: 0
**Electronic energy**: -19221.6563 eV
**HOMO-LUMO gap**: 4.00 eV
**Energy above the lowest of the compared OMol25 structures with the same formula, charge and spin**: 5.640 eV



DFT (the ωB97M-V functional and the def2-TZVPD basis) results for a 2-piece molecular cluster, C5H14N2S overall.

```
22
Properties=species:S:1:pos:R:3:mulliken_charge:R:1
N -2.7812 -2.4919 -1.2236 -0.516
C -1.4459 -2.1002 -1.1820 -0.131
C -0.6699 -2.0871 -0.1142 -0.275
N 0.6281 -1.4751 -0.1023 -0.519
H -3.0144 -2.9447 -2.1014 0.246
H -2.9956 -3.1231 -0.4668 0.238
H -1.0573 -1.6883 -2.0995 0.252
H -0.9845 -2.4622 0.8499 0.287
H 1.3485 -2.1180 0.2144 0.286
H 0.8681 -1.1428 -1.0347 0.216
C -0.1747 1.7673 -1.1207 -0.988
C 0.6741 2.6821 -0.2604 -0.254
C 1.6818 1.9407 0.5973 -0.760
S 0.9407 0.7881 1.8238 -0.311
H -0.6577 1.0091 -0.5047 0.267
H 0.4565 1.2761 -1.8640 0.240
H -0.9578 2.3062 -1.6566 0.347
H 1.2270 3.3871 -0.8802 0.306
H 0.0506 3.2748 0.4004 0.262
H 2.2924 2.6226 1.1830 0.340
H 2.3717 1.3279 0.0170 0.326
H 0.6986 -0.3130 0.8845 0.141
```

## Properties
**Total charge**: 0
**Electronic energy**: -19226.5481 eV
**HOMO-LUMO gap**: 8.65 eV
**SMILES string**: N/C=C/N.CCCS
**Energy above the lowest of the compared OMol25 structures with the same formula, charge and spin**: 0.749 eV



DFT (the ωB97M-V functional and the def2-TZVPD basis) results for C5H14N2Si as an isolated structure.

```
22
Properties=species:S:1:pos:R:3:mulliken_charge:R:1
C -1.0640 -1.2938 -3.6770 -0.594
C 2.1035 -0.1839 1.4211 -1.144
C 0.2920 2.1420 -0.0562 -1.049
C -0.5144 0.5253 2.8007 -1.291
C -0.5497 -0.9430 0.2502 -0.564
N -0.7709 -1.3812 -2.2517 -0.192
N -1.0987 -0.4608 -1.5550 -0.202
Si 0.2881 0.5470 1.0701 0.535
H -2.1622 -1.6722 -3.8837 0.237
H -0.3135 -2.1044 -4.0995 0.237
H -0.7042 -0.3134 -4.1127 0.270
H 2.0780 -0.3848 2.5168 0.274
H 2.1316 -1.1549 0.9349 0.316
H 2.9706 0.3759 1.2131 0.402
H -0.6527 2.3032 -0.5292 0.354
H 0.4773 3.1718 0.5823 0.265
H 1.1326 2.0935 -0.6661 0.329
H -0.8062 -0.4480 3.2234 0.332
H 0.0937 1.0999 3.3859 0.404
H -1.3792 1.0901 2.6925 0.406
H -1.4672 -1.0913 0.8606 0.267
H -0.0845 -1.9171 -0.1206 0.406
```

## Properties
**Total charge**: 0
**Electronic energy**: -16266.4453 eV
**HOMO-LUMO gap**: 8.90 eV
**Energy above the lowest of the compared OMol25 structures with the same formula, charge and spin**: 3.715 eV



DFT (the ωB97M-V functional and the def2-TZVPD basis) results for a 2-piece molecular cluster, C5H14N3 overall.

```
22
Properties=species:S:1:pos:R:3:mulliken_charge:R:1
C -1.9832 0.9494 0.8306 0.455
C 0.4678 -1.0996 -1.4476 -1.417
C 2.2584 0.6627 -0.6022 -1.438
C 0.3905 -1.2226 1.3230 -0.861
C 0.8171 0.1031 -0.5796 1.036
N -2.7619 0.1913 1.4773 -0.305
N 0.4493 0.0360 0.7462 -0.231
N -2.1888 2.0573 0.2522 -0.300
H 1.3741 -1.7474 -1.6902 0.335
H -0.3299 -1.7182 -0.9907 0.379
H 0.2073 -0.8163 -2.4294 0.414
H 2.3983 1.3604 -1.6003 0.308
H 3.0645 -0.0521 -0.7117 0.344
H 2.2952 1.4454 0.1042 0.422
H -0.7177 -1.4517 1.3781 0.136
H 0.8140 -2.0439 0.6922 0.374
H 0.8622 -1.2951 2.2492 0.333
H 0.3880 0.9949 -0.9381 0.060
H -2.4924 -0.8008 1.6004 0.211
H -3.7912 0.3641 1.5181 0.259
H -3.1892 2.3406 0.2527 0.229
H -1.4991 2.6872 -0.0945 0.258
```

## Properties
**Total charge**: +1
**Electronic energy**: -9871.1134 eV
**HOMO-LUMO gap (alpha / beta)**: 7.17 / 9.00 eV
**Energy above the lowest of the compared OMol25 structures with the same formula, charge and spin**: 6.053 eV



DFT (the ωB97M-V functional and the def2-TZVPD basis) results for a 2-piece molecular cluster, C5H14N3 overall.

```
22
Properties=species:S:1:pos:R:3:mulliken_charge:R:1
C -0.8356 -2.0449 -0.2510 1.031
C -1.5568 -3.3189 -0.4721 -1.340
C 0.5891 -2.0788 0.1635 -1.089
C 1.3268 2.7701 0.8206 -0.405
C 0.3818 1.6341 0.6322 -0.123
N -1.4337 -0.9283 -0.4434 -0.315
N -0.2459 1.3549 -0.4219 -0.476
N 1.2753 3.6612 -0.3213 -0.636
H -1.0351 -4.1721 -0.0519 0.347
H -1.6521 -3.4786 -1.5489 0.349
H -2.5696 -3.2747 -0.0744 0.416
H 0.9991 -1.0823 0.2784 0.249
H 0.6885 -2.6434 1.0878 0.343
H 1.1297 3.2414 1.7982 0.315
H 2.3299 2.3269 0.8935 0.333
H 0.2564 0.9767 1.4904 0.392
H -0.9367 0.0805 -0.4401 0.386
H -0.0811 2.0101 -1.1860 0.208
H 1.1607 -2.6163 -0.5988 0.338
H 0.4984 4.3081 -0.2377 0.217
H -2.4117 -0.9341 -0.7155 0.219
H 2.1225 4.2085 -0.4018 0.240
```

## Properties
**Total charge**: +1
**Electronic energy**: -9876.2657 eV
**HOMO-LUMO gap**: 10.08 eV
**Energy above the lowest of the compared OMol25 structures with the same formula, charge and spin**: 0.901 eV



DFT (the ωB97M-V functional and the def2-TZVPD basis) results for a 2-piece molecular cluster, C5H14N3 overall.

```
22
Properties=species:S:1:pos:R:3:mulliken_charge:R:1
C -0.5711 -0.2216 -0.9919 0.119
C -0.4965 1.3644 1.6051 -0.946
C -2.7347 -0.1073 -2.1491 -0.831
C 3.2785 -0.9831 0.5560 -0.587
C -0.1627 -0.0505 1.3415 -0.497
N 0.2435 -0.2045 -0.0450 -0.110
N -1.9124 -0.1390 -0.9581 -0.119
N 2.6384 0.1611 0.2146 -0.197
H 0.0743 -0.0213 -1.9716 0.245
H -1.2667 1.8870 0.8865 0.269
H -0.8982 1.4086 2.7041 0.298
H 0.3797 2.0942 1.5276 0.288
H -3.3043 -1.0726 -2.2642 0.312
H -3.4056 0.7823 -2.1077 0.294
H -2.1134 -0.2543 -3.1368 0.300
H 2.9355 -1.5028 1.5017 0.290
H 3.3639 -1.6457 -0.2237 0.323
H 4.3117 -0.6192 0.8081 0.340
H 0.5288 -0.3324 2.1383 0.265
H -0.9928 -0.6882 1.5024 0.457
H -2.4329 -0.2855 -0.1363 0.212
H 2.5372 0.4303 -0.8016 0.274
```

## Properties
**Total charge**: +1
**Electronic energy**: -9870.6206 eV
**HOMO-LUMO gap (alpha / beta)**: 8.12 / 6.63 eV
**Energy above the lowest of the compared OMol25 structures with the same formula, charge and spin**: 6.546 eV



DFT (the ωB97M-V functional and the def2-TZVPD basis) results for a 2-piece molecular cluster, C5H14N3 overall.

```
22
Properties=species:S:1:pos:R:3:mulliken_charge:R:1
C -1.7104 -0.2651 0.1151 0.651
C 2.0589 0.5132 0.9048 -1.226
C 1.9199 -1.1333 -1.0240 -0.999
C -0.6288 1.8022 -0.4946 -1.280
C 1.4756 -0.6702 0.2842 0.364
N -2.8500 0.3148 0.5480 -0.383
N -0.6986 0.3813 -0.3715 -0.237
N -1.6360 -1.6173 0.2195 -0.392
H 3.0015 0.2121 1.3805 0.408
H 2.3068 1.2850 0.1789 0.335
H 1.4346 0.9164 1.6991 0.356
H 2.0707 -0.3120 -1.7233 0.296
H 1.2692 -1.8852 -1.4611 0.321
H 2.9041 -1.6017 -0.8879 0.394
H -0.4609 2.3066 0.4638 0.415
H 0.1947 2.0362 -1.1724 0.265
H -1.5448 2.2011 -0.9457 0.479
H 0.9146 -1.3440 0.9169 0.441
H -2.9434 1.3135 0.5572 0.197
H -3.6711 -0.2295 0.7428 0.195
H -2.4776 -2.1410 0.3938 0.216
H -0.9290 -2.0829 -0.3240 0.184
```

## Properties
**Total charge**: +1
**Electronic energy**: -9874.9946 eV
**HOMO-LUMO gap**: 7.96 eV
**Energy above the lowest of the compared OMol25 structures with the same formula, charge and spin**: 2.172 eV



DFT (the ωB97M-V functional and the def2-TZVPD basis) results for an isolated ion of composition C5H14N3 and charge +1.

```
22
Properties=species:S:1:pos:R:3:mulliken_charge:R:1
C 0.3375 0.3936 1.0825 -1.132
C -0.4925 1.1573 0.0155 0.480
C 0.5130 -1.0427 0.5413 0.240
C -1.9199 1.3848 0.5054 -1.552
C 2.1367 -0.4695 -1.1969 -0.813
N 0.8998 -1.0191 -0.8164 -0.171
N -0.7475 -1.7354 0.6381 -0.524
N -0.5110 0.3618 -1.1981 -0.377
H 1.3043 0.8676 1.2466 0.314
H -0.1871 0.3646 2.0350 0.457
H -0.0041 2.1101 -0.2067 0.370
H 1.3288 -1.5268 1.1100 0.392
H -2.5211 1.8541 -0.2715 0.401
H -1.9122 2.0465 1.3698 0.394
H -2.3691 0.4339 0.7874 0.389
H 2.5228 0.3416 -0.5729 0.353
H 2.8477 -1.3045 -1.1676 0.348
H 2.0916 -0.1696 -2.2439 0.323
H -0.9785 -1.9865 1.5907 0.250
H -0.7595 -2.5686 0.0626 0.234
H -1.2807 -0.3017 -1.2303 0.323
H -0.2989 0.8089 -2.0806 0.300
```

## Properties
**Total charge**: +1
**Electronic energy**: -9874.0749 eV
**HOMO-LUMO gap**: 8.81 eV
**Energy above the lowest of the compared OMol25 structures with the same formula, charge and spin**: 3.091 eV



DFT (the ωB97M-V functional and the def2-TZVPD basis) results for a 2-piece molecular cluster, C5H14N3 overall.

```
22
Properties=species:S:1:pos:R:3:mulliken_charge:R:1
C -0.7584 0.6204 -1.1433 0.521
C -1.2269 0.9417 -2.5995 -1.284
C -0.8528 0.8811 1.3136 -0.939
C -1.6470 0.9027 0.0678 -0.321
C 1.4937 -0.1899 -0.3214 0.121
N 0.4237 0.1533 -0.9447 -0.204
N 2.2875 0.6785 0.2214 -0.222
N 1.6196 -2.4773 2.1738 -0.683
H -1.2832 1.8941 -2.9465 0.380
H -2.2584 0.6922 -2.7254 0.366
H -0.4558 0.3788 -3.2183 0.334
H -0.3013 -0.0949 1.4239 0.112
H -1.5465 0.8491 2.1020 0.393
H -0.0485 1.6824 1.5716 0.241
H -2.0897 1.8506 -0.1657 0.385
H -2.3815 0.2377 0.1270 0.386
H 1.8026 -1.2765 -0.1299 0.195
H 2.9586 0.3785 0.8832 0.251
H 2.0660 1.6179 0.0710 0.263
H 1.8409 -3.0023 3.0014 0.245
H 0.6188 -2.5257 2.0823 0.218
H 2.0452 -2.9806 1.3611 0.244
```

## Properties
**Total charge**: +1
**Electronic energy**: -9874.8305 eV
**HOMO-LUMO gap**: 10.18 eV
**Energy above the lowest of the compared OMol25 structures with the same formula, charge and spin**: 2.336 eV